# 1
Molecular formula: C3H3N3O2
Method: DFT, wB97M-V/def2-TZVPD

Summary:
gap between HOMO and LUMO	9.62	eV
energy	-11719.961	eV
SMILES	C=Nn1oncc1=O
E_HOMO	-9.708	eV
energy above the lowest of the compared OMol25 structures with the same formula, charge and spin	138.3	kcal/mol
max |F|	4.82	eV Å⁻¹

```
! RIJCOSX wB97M-V def2-TZVPD def2/J DEFGRID3
* xyz 0 1
C -2.223 -0.215 0.074
N -1.247 -1.067 -0.193
N -0.014 -0.530 0.064
O 1.037 -1.504 0.051
N 2.240 -0.905 -0.002
C 2.008 0.372 -0.094
C 0.602 0.715 0.002
O 0.098 1.761 -0.048
H -2.059 0.873 0.426
H -3.261 -0.654 -0.249
H 2.819 1.154 -0.031
*
```

***

# 2
Molecular formula: C12H16AuN3O6PS2Te
Method: DFT, wB97M-V/def2-TZVPD

Summary:
gap between HOMO and LUMO	7.14	eV
energy	-71406.093	eV
E_HOMO	-4.980	eV
energy above the lowest of the compared OMol25 structures with the same formula, charge and spin	6.1	kcal/mol
max |F|	0.72	eV Å⁻¹

```
! RIJCOSX wB97M-V def2-TZVPD def2/J DEFGRID3
* xyz -1 1
Au -2.363 -0.683 0.857
O -1.928 -5.164 -0.865
S -2.064 -3.768 -0.589
O -3.405 -3.317 -1.248
O -2.047 -3.303 0.768
C -0.845 -2.921 -1.595
C -1.235 -2.720 -2.915
C -0.341 -2.236 -3.856
C 0.964 -1.968 -3.478
C 1.351 -2.158 -2.161
C 0.462 -2.623 -1.198
S 1.085 -2.648 0.508
O 2.471 -2.224 0.389
O 0.879 -3.991 0.987
O 0.258 -1.615 1.139
H -2.249 -2.952 -3.208
H -0.669 -2.078 -4.875
H 1.683 -1.605 -4.202
H 2.359 -1.936 -1.839
Te -4.205 -1.446 -0.847
C 2.093 2.183 1.234
N 1.335 2.238 2.484
C 0.552 3.468 2.503
N -0.328 3.644 1.347
C 0.488 3.545 0.135
N 1.269 2.318 0.034
C 0.426 1.134 -0.154
P -0.724 0.891 1.266
C 0.494 1.046 2.641
C -1.378 2.618 1.340
H 2.632 1.236 1.187
H 2.815 3.005 1.243
H 1.250 4.310 2.523
H -0.051 3.495 3.413
H 1.184 4.388 0.130
H -0.164 3.626 -0.737
H 1.057 0.249 -0.238
H -0.156 1.221 -1.075
H 1.115 0.150 2.641
H -0.041 1.089 3.593
H -1.994 2.724 2.237
H -2.038 2.778 0.483
*
```